Below is an isolated molecule of C18H24N2O5, with properties calculated with ωB97M-V with the def2-TZVPD basis set.

Geometry as XYZ:
```
49
Properties=species:S:1:pos:R:3:forces:R:3
C -1.622790 1.501404 -5.928361 -0.245 -0.123 -0.082
O -0.545484 2.302097 -5.477003 0.355 0.040 0.369
C -0.219691 2.113091 -4.143207 -0.063 -0.123 -0.229
C -0.468355 3.178192 -3.268975 0.051 -0.132 -0.060
C -0.197083 3.106139 -1.920401 0.048 -0.049 0.305
C 0.325480 1.910544 -1.453103 -0.015 -0.345 -0.995
O 0.656868 1.602579 -0.182580 0.008 0.162 0.367
C 1.155386 0.320770 -0.207125 -0.028 -0.591 -1.175
C 1.580756 -0.287692 1.062314 0.037 0.412 0.336
O 2.030774 -1.419245 1.139915 0.000 -0.191 -0.162
N 1.463624 0.538698 2.128665 0.066 0.276 0.064
C 1.651458 0.066214 3.474462 -0.041 -0.148 0.208
C 0.322583 -0.012326 4.242119 0.094 -0.054 -0.189
N -0.718977 -0.612611 3.429929 -0.041 0.120 0.088
C -2.066822 -0.382250 3.922048 -0.132 -0.206 0.222
C -2.424203 -1.287642 5.108607 -0.045 0.331 -0.120
O -2.259883 -2.649510 4.778004 -0.074 -0.062 -0.052
C -0.939898 -2.914480 4.342905 0.181 0.065 -0.244
C -0.559723 -2.032908 3.148081 -0.062 -0.260 0.217
C 1.149328 -0.200902 -1.472797 0.093 0.167 0.839
C 1.604809 -1.543553 -1.906007 0.034 -0.176 0.100
C 0.606477 0.829162 -2.308596 -0.148 0.521 0.197
C 0.351974 0.925581 -3.685105 0.002 0.197 0.054
O 0.630832 -0.154678 -4.481496 -0.408 0.187 0.327
C 1.466458 0.086546 -5.600484 0.295 0.046 -0.270
H -2.547929 1.767984 -5.406087 0.049 -0.009 -0.032
H -1.731015 1.713692 -6.990610 -0.056 -0.042 0.027
H -1.428813 0.434998 -5.783930 0.025 0.045 -0.008
H -0.892035 4.074546 -3.694313 -0.047 0.085 -0.057
H -0.390162 3.932256 -1.256507 -0.038 0.119 0.066
H 0.967025 1.406687 2.001714 0.016 -0.074 -0.105
H 2.119665 -0.916822 3.393737 0.007 0.149 0.081
H 2.332271 0.734810 4.012070 -0.020 -0.148 -0.007
H 0.510251 -0.531413 5.195862 0.005 0.115 -0.009
H -0.006836 1.005184 4.475709 0.007 -0.045 0.082
H -2.180600 0.666609 4.203746 -0.032 0.013 -0.020
H -2.752097 -0.600358 3.096752 -0.076 0.047 0.070
H -3.473270 -1.167700 5.384798 0.065 0.069 0.043
H -1.795708 -1.034393 5.977810 -0.068 -0.024 -0.030
H -0.920829 -3.968912 4.064656 0.097 0.037 0.025
H -0.236902 -2.754583 5.175740 -0.042 -0.049 -0.038
H 0.460937 -2.239181 2.830580 0.009 -0.041 -0.065
H -1.229159 -2.265302 2.313934 0.071 -0.095 -0.003
H 0.819386 -2.033326 -2.478013 0.004 -0.067 -0.056
H 2.474378 -1.448799 -2.555092 0.050 -0.050 -0.076
H 1.867384 -2.140980 -1.038631 0.025 -0.058 -0.060
H 1.490483 -0.847986 -6.158336 0.052 0.051 0.004
H 2.479255 0.340640 -5.270282 -0.052 -0.027 -0.010
H 1.090425 0.889129 -6.237119 -0.014 -0.066 0.062
```
Positions in Å, forces in eV/Å.

Output
* Kohn-Sham gap: 8.75 eV
* SMILES string: COc1ccc2oc(C(=O)NCCN3CCOCC3)c(C)c2c1OC
* energy above the lowest of the compared OMol25 structures with the same formula, charge and spin: 284.8 kJ/mol
* net charge: 0
* E: -1185.97603 hartree
* molecular weight: 348.4 g mol⁻¹
* HOMO: -8.2 eV


Below is C5H11NO as an isolated structure, with properties calculated with ωB97M-V with the def2-TZVPD basis set.

Geometry as XYZ:
```
18
Properties=species:S:1:pos:R:3:forces:R:3
C -2.322759 0.238356 -1.041944 -0.045 0.022 0.204
C -1.936502 -0.394111 0.155971 0.112 0.069 -0.019
N 0.074099 -0.149794 0.541082 0.085 -0.016 -0.410
C 0.724611 0.191516 1.796127 0.008 -0.029 0.089
C 0.763522 -0.128258 -0.566454 0.000 0.182 0.244
O 0.148715 -0.173654 -1.700274 0.108 0.325 -0.064
C 2.289306 -0.031207 -0.620370 -0.024 0.027 -0.027
H -2.911190 1.153038 -0.964784 0.364 -0.062 -0.028
H -2.621992 -0.422074 -1.859864 0.084 0.082 0.202
H -0.988660 0.282557 -1.500684 0.152 -0.623 0.021
H -1.791869 -1.470460 0.139468 0.061 0.192 0.143
H -2.201963 0.020564 1.120928 0.079 -0.027 -0.042
H 0.453191 -0.500099 2.600738 -0.116 0.046 -0.170
H 1.817497 0.166484 1.708012 -0.238 -0.022 0.059
H 0.460756 1.207124 2.122092 -0.077 -0.179 -0.087
H 2.621220 -0.238304 -1.638618 -0.168 0.040 0.087
H 2.795665 -0.727910 0.058366 -0.263 0.079 -0.121
H 2.626359 0.976234 -0.349790 -0.124 -0.105 -0.079
```
Positions in Å, forces in eV/Å.

Output
* Kohn-Sham gap: 9.00 eV
* energy above the lowest of the compared OMol25 structures with the same formula, charge and spin: 332.9 kJ/mol
* net charge: 0
* E: -327.00457 hartree
* molecular weight: 101.1 g mol⁻¹
* HOMO: -8.1 eV


Below is C46H48N9O3PRuS4Se as an isolated structure, with properties calculated with ωB97M-V with the def2-TZVPD basis set.

Geometry as XYZ:
```
113
Properties=species:S:1:pos:R:3:forces:R:3
Ru -0.105743 0.410506 -0.402855 0.075 -0.011 0.288
S 6.711332 -4.645411 0.775099 -0.039 0.013 -0.005
N 5.539847 -4.897947 -0.349599 0.085 0.126 0.158
C 4.721552 -3.862961 -0.272007 -0.021 -0.007 -0.045
C 3.542885 -3.642834 -1.065666 -0.151 -0.048 -0.125
C 3.172545 -4.552076 -2.049000 0.122 0.065 0.148
C 2.034373 -4.332749 -2.790720 -0.128 -0.008 -0.109
C 1.271985 -3.195847 -2.477696 -0.001 -0.025 0.020
N 1.564218 -2.317681 -1.550703 -0.055 0.212 -0.070
C 2.724323 -2.474153 -0.838831 0.113 0.000 0.041
C 3.103428 -1.495465 0.111872 0.052 -0.010 0.114
N 2.373258 -0.317775 0.294491 -0.056 -0.173 -0.165
C 2.869182 0.576800 1.132357 0.179 0.040 0.015
C 4.010803 0.431355 1.918347 -0.159 0.242 0.008
C 4.722683 -0.741166 1.794949 0.084 -0.286 -0.082
C 4.304358 -1.701906 0.891741 -0.043 0.237 0.113
C 5.093725 -2.899030 0.712830 -0.035 0.017 0.033
N 6.189877 -3.210155 1.379151 -0.022 -0.146 -0.149
H 3.804224 -5.418314 -2.207501 -0.026 0.002 -0.008
H 1.714719 -5.008058 -3.572827 -0.001 0.014 0.012
H 0.355221 -3.025673 -3.029296 -0.158 0.078 -0.031
H 2.345033 1.517515 1.188926 0.053 -0.037 0.005
H 4.310118 1.226453 2.586706 -0.011 -0.007 -0.023
H 5.618881 -0.932944 2.372331 -0.008 0.019 -0.007
C -3.231470 -2.200561 2.496291 0.012 0.006 -0.018
C -2.627309 -1.135357 1.580293 -0.027 0.047 -0.069
C -3.737130 -0.577047 0.684924 0.063 0.000 -0.026
P -1.123203 -1.628357 0.553560 -0.351 -0.405 -0.160
C -0.527798 -3.159201 1.449750 0.140 0.160 0.098
C 0.287570 -4.178461 0.662607 -0.017 0.001 -0.082
C 0.225871 -2.762158 2.722562 -0.027 -0.008 -0.022
C -1.823077 -2.251608 -0.998582 0.085 -0.021 0.086
C -2.515370 -3.457503 -1.068416 -0.058 -0.083 -0.006
C -3.018802 -3.958818 -2.258152 0.028 0.023 -0.019
C -3.771522 -5.260682 -2.312621 0.005 0.052 -0.017
C -2.787697 -3.206572 -3.412440 -0.017 -0.049 0.055
C -2.110942 -2.007618 -3.368331 0.197 -0.141 -0.093
C -1.616059 -1.491691 -2.158021 0.227 0.010 -0.128
N -0.893411 -0.293701 -2.122622 0.286 0.107 0.286
C -0.958852 0.543937 -3.292402 -0.210 -0.118 0.143
C -2.201335 1.029247 -3.748431 -0.140 -0.003 -0.003
C -3.530826 0.576304 -3.191529 0.008 0.179 0.083
C -2.228105 1.953850 -4.786281 -0.021 -0.013 -0.091
C -1.073743 2.387757 -5.421845 -0.011 0.011 -0.008
C -1.121348 3.400834 -6.536137 0.016 -0.030 0.056
C 0.129041 1.843527 -5.000503 0.022 0.001 0.001
C 0.215093 0.919674 -3.960697 0.135 0.039 -0.013
C 1.573074 0.340276 -3.668657 -0.059 -0.177 -0.029
H -4.064917 -1.751197 3.040647 0.001 -0.012 -0.008
H -2.534751 -2.587898 3.237394 0.001 0.003 0.000
H -3.635022 -3.038422 1.921511 0.020 0.005 0.003
H -2.263841 -0.318121 2.208692 0.022 0.025 0.013
H -4.206889 -1.378554 0.111893 -0.007 -0.007 0.000
H -3.369263 0.173187 -0.012570 0.026 0.012 0.033
H -4.501345 -0.104905 1.306025 0.004 -0.013 0.004
H -1.456871 -3.649011 1.738984 -0.084 0.000 0.020
H 1.326218 -3.873099 0.573439 0.023 0.028 -0.034
H -0.104077 -4.358268 -0.336867 0.023 -0.003 -0.003
H 0.264239 -5.124329 1.211063 0.014 0.025 0.005
H 1.145396 -2.226536 2.470217 0.001 -0.037 0.003
H 0.504674 -3.656170 3.283300 0.002 -0.013 -0.027
H -0.371826 -2.138134 3.389567 0.007 -0.036 0.036
H -2.656125 -4.038948 -0.162413 0.007 0.023 -0.003
H -3.701271 -5.794360 -1.365263 0.003 -0.004 -0.001
H -3.377447 -5.908752 -3.097144 0.001 -0.008 0.009
H -4.830184 -5.095492 -2.526279 0.006 -0.005 0.005
H -3.139259 -3.578033 -4.369245 0.007 0.003 0.001
H -1.919573 -1.467547 -4.287555 -0.010 -0.052 0.035
H -3.508200 0.438249 -2.112187 0.035 -0.005 0.018
H -3.840802 -0.377705 -3.622337 -0.008 0.112 -0.027
H -4.298730 1.314223 -3.423467 0.016 0.036 0.027
H -3.189764 2.339777 -5.111094 0.017 -0.012 0.015
H -2.146992 3.594422 -6.850273 0.008 -0.003 0.006
H -0.558715 3.053530 -7.404049 -0.004 0.009 -0.001
H -0.680502 4.349686 -6.222076 0.002 0.007 -0.007
H 1.049111 2.136292 -5.497622 -0.007 0.002 0.012
H 2.340713 1.089771 -3.854762 0.005 -0.060 0.004
H 1.762784 -0.511471 -4.327698 -0.053 -0.036 -0.026
H 1.677358 -0.021419 -2.651906 -0.004 -0.073 0.060
Se -1.588004 2.215847 -0.756549 -0.200 0.036 -0.048
S 2.181483 2.528395 -1.394869 0.154 0.109 0.164
C 1.516454 4.015462 -1.626633 -0.345 0.018 -0.185
N 0.447019 4.284150 -2.398121 0.044 0.085 0.117
C -0.241874 5.541130 -2.138652 0.112 -0.082 -0.062
C 0.842060 6.511302 -1.678939 0.050 -0.052 0.087
S 2.065020 5.469495 -0.818641 -0.035 0.048 0.014
H -0.088771 3.478087 -2.703304 0.044 0.011 -0.067
H -0.999385 5.406299 -1.360772 0.002 -0.061 0.029
H -0.735873 5.887629 -3.045339 -0.002 0.029 -0.008
H 0.452498 7.247717 -0.980931 -0.004 0.046 -0.033
H 1.322845 7.020218 -2.511786 0.003 -0.028 -0.041
O 0.582294 2.377058 10.142233 0.001 0.004 -0.011
S -0.205306 1.898468 9.027590 -0.055 -0.024 0.021
O 0.161740 0.588453 8.529270 -0.011 0.029 -0.012
O -1.637237 2.137967 9.129084 0.056 -0.016 -0.001
C 0.211527 3.027226 7.658070 0.086 0.229 -0.223
N 0.432895 4.319513 7.946170 -0.074 -0.268 -0.056
C 0.633152 5.125795 6.917092 -0.006 -0.022 0.058
C 0.620613 4.692810 5.599188 0.062 0.231 -0.051
C 0.399594 3.343507 5.408588 -0.054 -0.169 -0.169
N 0.201711 2.517903 6.426044 -0.052 0.018 0.398
C 0.339142 2.699160 4.064629 0.036 0.102 0.053
C 0.394552 3.403910 2.867937 -0.034 0.018 -0.084
C 0.281105 2.727894 1.669349 0.018 0.140 0.118
N 0.133849 1.397262 1.589909 -0.035 0.066 -0.457
C 0.130146 0.721381 2.741839 -0.058 -0.034 0.065
C 0.213977 1.319381 3.980540 0.043 -0.150 0.029
H 0.809231 6.171398 7.152041 0.006 0.001 -0.009
H 0.779661 5.387477 4.785794 0.016 -0.028 0.021
H 0.515243 4.477966 2.842531 -0.007 -0.007 0.000
H 0.335021 3.268150 0.733840 0.020 -0.048 0.046
H 0.064461 -0.347596 2.658889 0.027 -0.039 -0.013
H 0.189557 0.731863 4.889562 -0.012 0.008 -0.020
```
Positions in Å, forces in eV/Å.

Output
* Kohn-Sham gap (alpha / beta): 4.01 / 5.27 eV
* energy above the lowest of the compared OMol25 structures with the same formula, charge and spin: 13.9 kJ/mol
* multiplicity: 6
* net charge: -1
* E: -6930.74262 hartree
* molecular weight: 1114.2 g mol⁻¹
* HOMO (alpha / beta): -2.7 / -5.6 eV


- Among the records above, which one has the highest molecular weight?
  C46H48N9O3PRuS4Se